Entry from the Open Molecules 2025 dataset: C19H20N4O2S in the gas phase in a non-equilibrium geometry (the ωB97M-V functional and the def2-TZVPD basis).

Properties
calculated total energy	-40914.575	eV
HOMO energy	-7.6	eV
LUMO	0.2966	eV
spin multiplicity	1

Each line ends with the Mulliken charge.
Element x y z (Å)
O1 -1.4535 0.2565 -4.2909  -0.70
O2 2.9584 0.5684 -2.0308  -0.70
N1 -2.9314 0.0796 0.1232  -0.56
S1 -0.9708 0.1276 4.0836  -0.12
C1 -1.3713 0.1421 -3.0554  0.30
C2 2.0821 0.6177 -2.9067  0.71
C3 0.9146 -1.3504 2.9905  -0.52
C4 1.0799 -1.4536 4.4723  -0.40
C5 -0.2441 -0.6980 2.5850  0.09
C6 0.1062 -0.8009 5.2013  -0.14
C7 -2.2003 -0.2346 1.2212  -0.72
C8 -2.1132 0.0113 -1.0141  0.02
C9 0.0103 -0.5272 0.1320  -0.44
C10 -0.7586 -0.4579 1.2560  0.85
C11 -0.6497 -0.1245 -1.0592  0.12
N2 -2.4335 0.4722 -2.2485  0.17
N3 -0.2088 0.0531 -2.3702  0.36
N4 2.0780 1.6707 -3.7308  0.19
C12 -3.7844 0.6286 -2.6882  -0.97
C13 1.0213 -0.4521 -2.9671  -1.25
C14 3.3326 2.0860 -4.3979  -0.57
C15 1.2669 1.9794 -4.9143  -0.77
C16 2.5104 2.4558 -5.6333  -0.24
C17 0.1166 -2.1898 7.4683  -0.60
C18 -1.3565 -1.7867 7.0907  -0.57
C19 -0.2229 -0.8509 6.6907  -0.23
H1 1.4436 -1.9641 2.2568  0.35
H2 1.9484 -2.0378 4.8580  0.39
H3 -2.7786 -0.3189 2.1726  0.36
H4 1.1198 -0.6318 0.0224  0.43
H5 -4.5283 0.9065 -1.9652  0.35
H6 -4.0845 -0.3801 -3.1101  0.32
H7 -3.7646 1.3516 -3.4222  0.34
H8 0.9244 -0.4898 -4.0353  0.45
H9 1.3569 -1.3586 -2.6948  0.55
H10 4.0534 1.2398 -4.5327  0.24
H11 3.7854 3.0024 -3.9218  0.27
H12 0.7662 1.2455 -5.4310  0.39
H13 0.5476 2.7711 -4.8130  0.18
H14 2.6199 1.6952 -6.4196  0.25
H15 2.6469 3.5445 -5.8238  0.29
H16 0.6420 -2.9407 6.9082  0.29
H17 0.5357 -2.0391 8.5154  0.22
H18 -2.0272 -1.5029 7.9448  0.26
H19 -1.8621 -2.4016 6.3629  0.25
H20 -0.1231 0.0862 7.1211  0.51

Entry from the Open Molecules 2025 dataset: 9 unconnected molecules or ions with the total composition C51H72ClF8N2O26S in a non-equilibrium geometry (the ωB97M-V functional and the def2-TZVPD basis).

Properties
charge	+1
calculated total energy	-155360.734	eV
HOMO energy	-11.2	eV
LUMO	-3.9749	eV
spin multiplicity	1

Each line ends with the Mulliken charge.
Element x y z (Å)
C1 0.2359 -0.4153 5.7614  -0.94
C2 0.2458 1.1012 5.9718  0.01
C3 -1.2067 1.6686 6.0022  -0.96
C4 -1.5073 2.5764 4.8061  -1.10
C5 -1.3711 1.8000 3.4609  -0.27
C6 -0.2363 2.3875 2.5847  -1.05
C7 0.3682 1.2956 1.6789  -0.43
C8 1.6387 0.6312 2.2651  0.12
C9 1.7329 -0.7982 1.7271  -0.12
C10 3.0801 -1.4960 1.9385  -0.78
C11 3.2731 -2.6667 0.9284  -1.54
C12 2.0334 -3.5748 0.7414  1.69
C13 1.0192 -3.1850 -0.3635  -1.65
C14 -0.3812 -2.7104 0.1199  0.72
C15 -1.5454 -3.2088 -0.7801  -0.53
C16 -2.1342 -2.0469 -1.5864  -0.63
S1 -3.8479 -2.3643 -2.0105  1.21
O1 -4.5856 -2.8979 -0.9176  -0.60
O2 -4.4555 -1.1754 -2.5097  -0.58
Cl1 -3.8958 -3.7853 -3.4853  -0.20
C17 2.6835 -4.9386 0.2482  -2.06
C18 2.3859 -6.0057 1.3382  0.55
C19 2.0120 -7.4358 0.9163  -0.77
C20 0.5637 -7.8022 1.2632  -0.37
C21 0.1769 -9.2100 0.8462  -0.87
C22 0.1280 -9.4179 -0.6882  -0.99
N1 -0.4998 -8.2550 -1.3283  0.19
C23 -1.8092 -7.9336 -1.2510  -0.78
C24 -1.9389 -6.7586 -1.9505  -0.39
C25 -0.6834 -6.4119 -2.4621  -0.44
C26 0.2207 -7.3633 -2.0461  -0.62
C27 1.5591 -5.2822 2.3376  -0.73
N2 1.4439 -4.0566 1.9925  0.40
H1 -0.4243 -0.7273 4.9486  0.24
H2 -0.1289 -0.8723 6.6845  0.49
H3 1.2256 -0.8338 5.5684  -0.14
H4 0.7759 1.6357 5.1799  0.16
H5 0.7598 1.3080 6.9104  0.47
H6 -1.8944 0.8221 5.9878  0.42
H7 -1.2983 2.2476 6.9224  0.35
H8 -0.8693 3.4604 4.7926  0.44
H9 -2.5365 2.9266 4.9138  0.37
H10 -2.3220 1.9004 2.9345  0.43
H11 -1.2269 0.7345 3.6447  0.21
H12 -0.7322 3.1003 1.9195  0.22
H13 0.5076 2.9197 3.1740  0.60
H14 0.5486 1.6154 0.6500  0.40
H15 -0.3768 0.4910 1.6232  -0.13
H16 2.5167 1.2336 2.0300  0.64
H17 1.5152 0.5861 3.3507  -0.35
H18 0.8773 -1.3579 2.1200  0.02
H19 1.5916 -0.7325 0.6421  -0.07
H20 3.2363 -1.8918 2.9434  0.09
H21 3.8694 -0.7670 1.7527  0.80
H22 4.1091 -3.2441 1.3207  0.57
H23 3.5826 -2.2543 -0.0312  0.35
H24 0.8659 -3.9713 -1.0985  0.67
H25 1.4674 -2.3494 -0.9017  0.40
H26 -0.6219 -2.9941 1.1456  0.40
H27 -0.3728 -1.6214 0.1111  -0.57
H28 -2.3370 -3.5715 -0.1224  0.68
H29 -1.2221 -4.0451 -1.3972  -0.53
H30 -2.1411 -1.1037 -1.0465  0.15
H31 -1.5879 -1.9693 -2.5286  0.44
H32 3.7690 -4.9419 0.1747  0.41
H33 2.3998 -5.2670 -0.7508  0.58
H34 3.3524 -6.0994 1.8587  0.34
H35 2.2450 -7.5862 -0.1347  0.26
H36 2.6516 -8.1242 1.4740  0.41
H37 -0.1109 -7.0548 0.8303  0.23
H38 0.4716 -7.7491 2.3536  0.45
H39 -0.8184 -9.4299 1.2364  0.37
H40 0.8477 -9.9545 1.2820  0.41
H41 -0.4843 -10.3010 -0.8749  0.36
H42 1.1049 -9.6222 -1.1184  0.40
H43 -2.5514 -8.4942 -0.7134  0.42
H44 -2.8499 -6.1974 -2.0826  0.45
H45 -0.4606 -5.5397 -3.0566  0.83
H46 1.2767 -7.4213 -2.2282  0.48
H47 1.0921 -5.6587 3.2378  0.62
H48 0.8823 -3.4395 2.5759  0.24
C28 -2.6801 1.9672 -1.3335  0.05
C29 -3.2385 3.2471 -1.9028  0.25
O3 -2.2195 4.1893 -1.5841  -0.18
C30 -1.0451 3.4997 -1.5476  0.40
O4 0.0291 3.9988 -1.5713  -0.49
O5 -1.2693 2.1628 -1.4846  -0.24
F1 -4.3826 3.6110 -1.2854  -0.30
H49 -2.9185 1.8491 -0.2743  0.16
H50 -3.0121 1.0830 -1.8749  0.01
H51 -3.3982 3.2332 -2.9823  0.36
C31 4.8746 -0.0357 6.8229  -0.30
C32 4.5225 -1.4078 6.3066  0.30
O6 4.6989 -1.2643 4.9067  -0.20
C33 5.6605 -0.3023 4.7300  0.63
O7 6.2359 -0.1193 3.7123  -0.51
O8 5.8554 0.3959 5.8713  -0.34
F2 3.2252 -1.7223 6.5568  -0.25
H52 4.0196 0.6430 6.7990  0.20
H53 5.2825 -0.0542 7.8224  0.26
H54 5.1632 -2.2111 6.6742  0.21
C34 -2.1908 -3.2367 -7.0708  0.08
C35 -2.6097 -4.6446 -7.3668  0.36
O9 -1.6617 -5.0637 -8.3317  -0.33
C36 -0.5184 -4.3511 -8.0844  0.66
O10 0.5476 -4.6173 -8.5242  -0.52
O11 -0.7722 -3.2998 -7.2587  -0.34
F3 -3.8461 -4.6865 -7.9173  -0.29
H55 -2.6151 -2.5196 -7.7687  0.14
H56 -2.4415 -2.9331 -6.0562  0.05
H57 -2.5710 -5.3171 -6.5064  0.28
C37 -2.9639 7.1012 -3.0428  -0.12
C38 -3.4657 8.4930 -2.7614  0.53
O12 -4.0492 8.8682 -3.9947  -0.35
C39 -4.4789 7.7162 -4.5935  0.57
O13 -5.2340 7.6690 -5.5015  -0.50
O14 -3.9203 6.6266 -3.9956  -0.31
F4 -2.4451 9.3445 -2.4812  -0.29
H58 -1.9712 7.1072 -3.4953  0.01
H59 -2.9451 6.4720 -2.1581  0.25
H60 -4.2144 8.5518 -1.9693  0.25
C40 2.2498 5.5416 -3.5783  -0.24
C41 1.7121 6.8353 -4.1377  0.27
O15 2.7303 7.7582 -3.8097  -0.31
C42 3.9050 7.0564 -3.7700  0.58
O16 4.9808 7.5451 -3.7826  -0.48
O17 3.6619 5.7196 -3.7202  -0.33
F5 0.5593 7.2079 -3.5214  -0.24
H61 2.0017 5.4140 -2.5246  0.20
H62 1.9098 4.6679 -4.1291  0.27
H63 1.5570 6.8340 -5.2183  0.28
C43 5.3496 3.1391 10.8608  -0.42
C44 5.2836 2.7483 9.4052  0.32
O18 3.9046 2.8438 9.1196  -0.22
C45 3.3905 3.7974 9.9631  0.55
O19 2.3375 4.3134 9.8241  -0.48
O20 4.2642 4.0645 10.9662  -0.32
F6 5.6809 1.4595 9.2039  -0.31
H64 5.1693 2.2894 11.5212  0.29
H65 6.2920 3.6072 11.1330  0.29
H66 5.8412 3.4040 8.7347  0.29
C46 -3.6229 10.2700 2.2999  -0.41
C47 -3.6050 9.9420 0.8277  0.34
O21 -4.9703 10.0248 0.4751  -0.25
C48 -5.5460 10.9309 1.3290  0.56
O22 -6.6001 11.4349 1.1609  -0.48
O23 -4.7295 11.1700 2.3893  -0.31
F7 -3.1725 8.6718 0.6009  -0.28
H67 -3.8197 9.3886 2.9125  0.27
H68 -2.7052 10.7427 2.6408  0.29
H69 -3.0274 10.6375 0.2163  0.28
C49 -0.7770 -1.4419 -11.4523  -0.46
C50 -1.9301 -2.2220 -10.8716  0.37
O24 -2.9976 -1.8844 -11.7259  -0.33
C51 -2.4500 -1.6021 -12.9518  0.59
O25 -3.0604 -1.5361 -13.9596  -0.47
O26 -1.1073 -1.4185 -12.8415  -0.30
F8 -2.2302 -1.8097 -9.6029  -0.37
H70 -0.7401 -0.4210 -11.0682  0.27
H71 0.1856 -1.9199 -11.2864  0.29
H72 -1.7890 -3.3048 -10.8730  0.32

Entry from the Open Molecules 2025 dataset: a gas-phase ion, C3H11N4 (charge +1) in a non-equilibrium geometry (the ωB97M-V functional and the def2-TZVPD basis).

Properties
charge	+1
calculated total energy	-9240.016	eV
HOMO energy	-13.6	eV
LUMO	-2.9927	eV
spin multiplicity	1

Each line ends with the Mulliken charge.
Element x y z (Å)
C1 0.4364 -1.7113 0.2356  0.17
C2 0.6545 1.5322 -1.6979  -0.77
C3 -0.8981 0.9038 1.6058  -0.78
N1 -0.4953 -0.8808 0.1118  -0.60
N2 0.1660 -2.9928 -0.0608  -0.35
N3 -0.3482 1.3372 -0.6479  -0.56
N4 -0.0344 0.5508 0.5124  0.33
H1 1.5345 -1.5385 0.5372  0.22
H2 1.3444 2.1777 -1.1002  0.31
H3 1.0622 0.5746 -2.0472  0.29
H4 0.3465 2.2678 -2.5821  0.30
H5 -0.5837 0.3584 2.5148  0.37
H6 -1.0694 1.9642 1.9043  0.33
H7 -1.8849 0.4773 1.4370  0.35
H8 0.8505 -3.7590 0.1014  0.26
H9 -0.8613 -3.1078 -0.3163  0.28
H10 -1.2791 1.1102 -1.0821  0.31
H11 1.0594 0.7360 0.5744  0.52

Entry from the Open Molecules 2025 dataset: a molecular structure, C27H32N7RhSi in a non-equilibrium geometry (the ωB97M-V functional and the def2-TZVPD basis).

Properties
charge	+2
calculated total energy	-49820.336	eV
HOMO energy (alpha / beta)	-13.9 / -14.1	eV
LUMO (alpha / beta)	-5.8905 / -8.8097	eV
spin multiplicity	5

Each line ends with the Mulliken spin population.
Element x y z (Å)
Rh1 -1.1544 0.1291 -0.0559  2.56
N1 -2.9057 1.1055 -2.9444  0.01
C1 -2.8339 -0.2257 -2.9041  -0.01
N2 -3.3121 -0.9293 -3.9114  0.01
C2 -3.2608 -2.2608 -3.8259  0.00
N3 -3.6628 -2.9885 -4.8513  0.00
N4 -2.8414 -2.8901 -2.7039  0.00
C3 -2.3768 -2.1310 -1.7468  0.03
N5 -2.2513 -0.7965 -1.8175  0.04
C4 -2.1245 -2.7322 -0.4306  0.00
C5 -2.3633 -4.0840 -0.2158  0.01
C6 -2.3845 -4.5539 1.0862  0.00
C7 -2.1429 -3.6626 2.1210  0.01
C8 -1.8303 -2.3456 1.8145  0.01
N6 -1.8139 -1.8936 0.5685  0.08
H1 -3.4846 1.5321 -3.6502  0.00
H2 -2.6828 1.6299 -2.1092  0.02
H3 -4.0262 -2.5275 -5.6714  0.00
H4 -3.7336 -3.9881 -4.7545  0.00
H5 -2.5689 -4.7075 -1.0718  0.00
H6 -2.6183 -5.5866 1.2878  0.00
H7 -2.2106 -3.9752 3.1493  0.00
H8 -1.6040 -1.6330 2.5963  0.00
C9 -1.2743 2.0933 0.6726  0.46
Si1 0.4726 1.7274 1.3261  -0.16
C10 1.5880 1.5059 -0.3683  0.18
N7 1.0036 0.5999 -1.2830  0.41
C11 0.6941 1.0703 -2.6230  0.00
C12 1.8923 0.8010 -3.5459  0.06
C13 2.2596 -0.6904 -3.5632  0.01
C14 1.3867 -1.4769 -2.5839  0.02
C15 1.4385 -0.7952 -1.2208  0.04
C16 1.3650 3.2142 2.1229  0.06
C17 1.9946 3.0613 3.3589  0.01
C18 2.6319 4.1350 3.9542  0.00
C19 2.6524 5.3698 3.3254  0.01
C20 2.0244 5.5335 2.0994  0.00
C21 1.3866 4.4627 1.5005  -0.01
C22 0.7071 0.2190 2.4820  -0.04
C23 -0.0968 0.0859 3.6192  0.05
C24 0.1504 -0.9016 4.5583  -0.01
C25 1.2045 -1.7853 4.3829  0.01
C26 2.0228 -1.6582 3.2723  0.00
C27 1.7722 -0.6740 2.3322  0.02
H9 -1.3437 2.8323 -0.1219  0.03
H10 -2.0306 2.2432 1.4343  0.02
H11 2.5724 1.1930 -0.0258  0.03
H12 1.6578 2.4999 -0.7977  0.00
H13 0.4687 2.1377 -2.5973  0.00
H14 -0.1853 0.5439 -3.0031  0.02
H15 2.7355 1.3903 -3.1886  0.00
H16 1.6404 1.1531 -4.5443  0.00
H17 3.3036 -0.8159 -3.2760  0.00
H18 2.1441 -1.0993 -4.5644  0.00
H19 1.7630 -2.4943 -2.4814  0.00
H20 0.3603 -1.5496 -2.9452  0.00
H21 2.4741 -0.8344 -0.8629  0.02
H22 0.8144 -1.3503 -0.4901  0.00
H23 1.9868 2.1062 3.8618  0.00
H24 3.1180 4.0044 4.9088  0.00
H25 3.1580 6.2038 3.7883  0.00
H26 2.0354 6.4955 1.6110  0.00
H27 0.8945 4.6101 0.5501  0.00
H28 -0.9019 0.7846 3.7876  0.00
H29 -0.4764 -0.9904 5.4321  0.00
H30 1.4082 -2.5516 5.1137  0.00
H31 2.8664 -2.3181 3.1379  0.00
H32 2.4474 -0.5765 1.4955  0.01

Entry from the Open Molecules 2025 dataset: 2 unconnected molecules or ions with the total composition C5H13NO in a non-equilibrium geometry (the ωB97M-V functional and the def2-TZVPD basis).

Properties
calculated total energy	-8931.221	eV
HOMO energy	-9.1	eV
LUMO	0.9068	eV
spin multiplicity	1

Each line ends with the Mulliken charge.
Element x y z (Å)
C1 0.5065 -1.9892 -0.6941  -0.24
C2 -0.3019 -2.6960 -1.7751  -1.16
N1 0.5370 -0.5498 -0.9356  -0.46
H1 0.9369 -0.3568 -1.8516  0.19
H2 1.1056 -0.0840 -0.2372  0.18
H3 0.0351 -2.1495 0.2804  0.28
H4 1.5111 -2.4400 -0.6446  0.32
H5 -0.3772 -3.7623 -1.5647  0.35
H6 -1.3061 -2.2763 -1.8296  0.28
H7 0.1708 -2.5735 -2.7508  0.30
C3 -1.3944 1.4950 0.8274  -0.91
C4 -0.1216 2.0697 1.2964  0.64
C5 0.5534 3.1816 1.2885  -0.83
O1 0.9960 1.0005 1.7012  -0.64
H8 0.5625 0.2402 2.1082  0.29
H9 -2.0246 2.3025 0.4525  0.32
H10 -1.2099 0.7803 0.0215  0.22
H11 -1.9117 0.9832 1.6405  0.28
H12 1.5741 2.6736 1.6217  0.28
H13 0.1581 4.1508 1.0451  0.32

Entry from the Open Molecules 2025 dataset: C5H6O in the gas phase (the ωB97M-V functional and the def2-TZVPD basis).

Properties
calculated total energy	-7327.052	eV
HOMO energy	-9.0	eV
LUMO	0.9628	eV
spin multiplicity	1

Each line ends with the Mulliken charge.
Element x y z (Å)
O1 -2.5108 1.3438 -0.1056  -0.48
C1 -1.5606 0.5243 0.4111  0.00
C2 -0.6738 -0.1828 -0.2838  -0.30
C3 0.4427 -0.9586 0.3656  -0.67
C4 1.7418 -0.3786 -0.0069  -0.39
C5 2.7660 0.1574 -0.3444  0.11
H1 -2.3407 1.4381 -1.0530  0.30
H2 -1.6033 0.5090 1.4978  0.29
H3 -0.6795 -0.1495 -1.3735  0.23
H4 0.4145 -2.0168 0.0751  0.27
H5 0.3332 -0.9284 1.4568  0.27
H6 3.6705 0.6418 -0.6392  0.39

Entry from the Open Molecules 2025 dataset: H3N3 in the gas phase in a non-equilibrium geometry (the ωB97M-V functional and the def2-TZVPD basis).

Properties
calculated total energy	-4512.495	eV
HOMO energy (alpha / beta)	-9.2 / -10.2	eV
LUMO (alpha / beta)	-0.7033 / -0.1927	eV
spin multiplicity	1

Each line ends with the Mulliken charge.
Element x y z (Å)
N1 1.5376 -0.2491 -0.0821  -0.42
N2 -1.5531 -0.3072 -0.1142  -0.27
N3 0.0751 0.1161 -0.0356  -0.02
H1 1.7575 -1.3032 0.0319  0.22
H2 -2.0023 0.6105 0.2085  0.22
H3 0.1852 1.1330 -0.0085  0.26

Entry from the Open Molecules 2025 dataset: C4H6S2 in the gas phase in a non-equilibrium geometry (the ωB97M-V functional and the def2-TZVPD basis).

Properties
calculated total energy	-25910.575	eV
HOMO energy (alpha / beta)	-7.7 / -8.1	eV
LUMO (alpha / beta)	-0.3426 / -0.1423	eV
spin multiplicity	1

Each line ends with the Mulliken charge.
Element x y z (Å)
C1 0.2379 1.1083 -0.7241  -0.47
C2 0.0613 -0.2654 -0.2443  -0.10
C3 0.7848 -0.2667 0.9824  -0.27
C4 -1.1171 0.7789 -0.2029  -0.14
S1 2.3221 -1.0853 1.1091  -0.18
S2 -2.3577 0.2177 -1.4278  -0.25
H1 0.6587 1.7938 -0.1320  0.26
H2 0.3525 -1.1747 -0.8614  0.25
H3 0.7017 0.5102 1.8415  0.27
H4 -1.4567 1.1755 0.7106  0.38
H5 2.2612 -1.7918 -0.0494  0.14
H6 -2.4488 -1.0006 -1.0018  0.11